C18H33Cl9O15 | ωB97M-V/def2-TZVPD

Summary:
energy relative to the best compared isomer or geometry (same formula, charge and spin): 3.664 eV
HOMO level: -10.665 eV
electronic energy: -5975.85945 hartree
strongest force on any atom: 0.0944 hartree/bohr
orbital gap: 10.9585 eV

Last column: Löwdin charge in e.
Geometry (Å):
C 9.321550 -6.964140 -20.046390  -1.377
H 12.200000 -4.085410 -9.336190  0.040
C 16.130610 -10.018750 -13.552610  -0.055
H 10.475670 -4.501030 -12.158680  0.095
H 10.875650 -2.724230 -13.970710  0.067
H 11.877430 -1.741980 -15.082050  0.096
O 8.142360 -2.896230 -17.434910  0.139
Cl 2.301420 -6.540470 -14.134750  0.547
O 13.228420 0.122810 -14.448340  0.085
Cl 14.693640 -5.337190 -8.922590  0.560
Cl 7.541670 -6.366360 -20.058630  0.440
H 2.572200 -4.412770 -14.875910  0.011
H 8.015900 -7.398440 -16.708030  0.084
Cl 4.235200 -5.503280 -16.202220  0.489
O 12.185350 -1.348830 -13.049050  -0.033
H 11.565320 -5.632010 -12.775180  0.058
H 13.537050 2.255580 -12.729920  0.100
O 8.702700 -6.709860 -14.828320  -0.014
H 12.480860 -2.505240 -8.821080  0.075
Cl 14.015420 -5.741520 -11.602150  0.614
H 10.831070 -2.895450 -9.058600  0.109
O 15.031840 -9.213300 -13.184990  -0.007
H 7.032270 1.031950 -18.775260  0.091
H 8.290850 -1.447840 -14.667140  0.097
O 13.484660 -10.902180 -12.710090  0.093
C 8.151690 -6.455250 -16.178830  -0.032
O 9.926040 -5.072370 -7.748200  0.117
O 11.773580 -3.924590 -7.427460  0.022
Cl 10.260170 -5.924750 -18.886320  0.537
O 9.689770 -6.203450 -12.962820  -0.022
O 6.963540 -1.560960 -16.087970  -0.017
C 10.653440 -5.576210 -12.180660  -0.107
O 7.375680 -0.934040 -18.164320  0.018
H 11.605230 -7.739070 -11.676560  0.056
C 14.976570 -4.751450 -10.582790  -1.440
C 7.462280 -2.116510 -14.900490  -0.034
H 8.675380 -5.801840 -16.876630  0.016
H 14.235790 1.807590 -11.222070  0.094
C 10.871550 -4.736270 -7.072520  -0.615
O 13.225430 -8.689660 -12.352570  -0.018
C 9.411630 -5.699540 -14.214090  -0.480
C 12.889150 -0.237050 -13.302180  -0.591
H 16.999140 -9.851290 -12.915650  0.092
H 11.316140 -9.469150 -11.805820  0.109
C 10.150780 -5.914280 -4.964220  -0.029
H 7.910850 -3.109920 -14.894630  0.074
Cl 9.426640 -8.743670 -19.805820  0.498
C 7.569020 -1.867590 -17.223920  -0.616
H 7.145390 -6.068210 -16.018670  0.056
H 9.718700 -6.903870 -21.059670  0.002
H 9.975580 -6.863240 -5.471040  0.091
H 10.410620 -6.081250 -3.918890  0.083
O 11.047480 -5.012380 -5.714080  -0.031
C 6.884190 0.415950 -17.888290  -0.035
C 11.766810 -3.318870 -8.693640  -0.064
C 11.832460 -2.219160 -14.103080  -0.041
Cl 1.356130 -5.502320 -16.731230  0.447
O 13.203360 0.305540 -12.165620  0.024
H 16.037330 -4.875620 -10.800680  0.025
C 2.618710 -5.373160 -15.389320  -1.468
H 6.683850 -1.918060 -14.163770  0.101
H 15.839960 -11.064590 -13.453450  0.088
H 5.897580 0.572860 -17.452310  0.089
C 11.820180 -8.624290 -12.275130  -0.013
Cl 14.401560 -3.035750 -10.967600  0.517
C 14.033810 1.427920 -12.223640  -0.064
H 9.199710 -5.414110 -4.781440  0.084
H 12.685110 -2.898130 -14.112080  0.099
O 9.756650 -4.638820 -14.736170  0.092
H 15.032040 1.388090 -12.659590  0.102
H 7.457530 1.002010 -17.170020  0.084
C 13.862600 -9.714330 -12.729260  -0.601
H 16.458400 -9.970710 -14.591040  0.091
H 10.789980 -5.974640 -11.175320  0.094
H 11.458160 -8.482290 -13.293400  0.113

Atomic forces in eV per Å
C -0.8 0.2 0.1
H -0.7 0.1 -0.6
C 0.0 -2.0 0.2
H -0.3 0.1 0.5
H 0.3 0.3 0.4
H -0.3 0.3 0.2
O 0.4 0.1 -0.2
Cl 0.2 -0.4 -0.1
O -0.8 -0.4 3.0
Cl 0.3 0.8 0.0
Cl 1.9 -0.8 0.0
H -0.1 0.0 -0.7
H 0.3 -0.3 0.5
Cl -0.8 -0.1 0.8
O -0.6 1.2 1.1
H 0.5 -0.2 0.5
H -0.2 -0.1 -0.2
O 0.8 1.5 -0.5
H 0.2 0.0 1.2
Cl -0.1 -1.0 -1.0
H -0.4 -0.7 0.4
O 0.5 0.3 -0.3
H -0.4 -0.7 -0.4
H 0.2 -0.1 0.6
O 1.2 2.9 -0.2
C -0.8 0.0 0.5
O 0.4 -0.6 0.4
O 2.7 2.4 0.9
Cl -0.6 -1.2 -1.1
O -1.7 -0.3 -1.5
O -0.8 0.4 -0.6
C 1.4 2.0 -1.1
O -0.4 1.2 -0.2
H 0.1 -0.3 -0.2
C -0.6 0.7 0.2
C 1.0 1.0 1.2
H 0.4 0.2 0.9
H -0.4 -0.5 0.3
C -3.5 -1.4 2.1
O -1.3 2.4 1.3
C 0.1 -0.6 -1.0
C 0.3 -1.1 -4.3
H -0.2 0.3 0.1
H 0.4 -0.3 -0.1
C -0.9 0.9 -0.9
H -0.7 -0.2 -0.6
Cl -0.2 0.9 0.6
C -0.5 -0.2 -0.3
H 0.1 0.2 0.0
H -0.2 0.8 0.4
H 0.2 0.2 -0.1
H 1.4 0.1 -0.4
O 0.1 -0.7 -0.2
C 0.7 0.7 0.6
C 0.7 -0.4 -1.8
C 1.3 -0.4 -1.1
Cl 0.8 0.3 1.2
O 0.5 0.0 1.1
H -0.3 0.4 0.0
C -0.1 0.1 -1.2
H 0.1 -0.6 0.0
H 0.0 -0.1 0.3
H -0.4 -1.0 -0.6
C -0.8 0.1 0.0
Cl 0.9 -0.9 0.8
C 0.6 2.6 0.3
H -0.3 0.1 -0.8
H -0.4 -0.8 -0.2
O -0.7 -2.2 1.7
H -0.2 -1.1 -0.5
H 0.8 -0.7 0.4
C 0.9 -4.6 -1.2
H -0.5 0.9 -0.1
H -0.6 -0.2 -0.3
H -0.3 0.0 0.1

=====

C18H33ClN5O8P2 | ωB97M-V/def2-TZVPD

Summary:
HOMO level: -11.501 eV
electronic energy: -2724.11981 hartree
strongest force on any atom: 0.0418 hartree/bohr
orbital gap: 7.9288 eV
total charge: +1

Last column: Löwdin charge in e.
Geometry (Å):
H 1.152868 1.020791 2.312713  0.119
O 5.813885 3.998576 -2.947593  0.074
H 0.685277 -0.877108 3.449300  0.106
H -5.680698 -0.708809 0.736977  0.094
H -4.544547 -0.864045 3.510587  0.077
H 5.174045 2.584066 0.396619  0.093
C 1.934558 2.846177 -2.402163  -0.063
O 2.656381 2.341024 0.635773  0.079
H -0.016713 2.840970 -3.280764  0.094
N -2.901078 -4.690182 -0.543004  -0.153
C 3.254583 3.235638 -2.537653  0.002
H -1.129220 -2.391363 2.694659  0.099
H 3.042518 4.803968 -5.539023  0.121
H -0.810451 -4.173863 0.360651  0.095
H 1.768280 -2.147317 1.211767  0.091
O 3.214529 0.726894 2.138151  0.017
P -2.965742 -3.061264 -0.993129  0.880
H -0.034912 -0.820893 1.181969  0.084
C 2.727881 4.254792 -4.664491  0.000
C 4.911684 1.558421 0.618662  0.034
C 1.804023 -2.309430 2.287407  -0.194
H 1.691177 -0.057991 1.041229  0.113
C 3.632351 3.930631 -3.670162  -0.141
H 1.625576 2.300881 -1.520838  0.082
N -1.758796 -2.354817 0.159998  -0.096
H 4.944190 1.029836 -0.325605  0.098
H 5.596488 1.133400 1.339452  0.089
C 3.501436 1.592838 1.123846  -0.475
H -4.347396 -1.707536 1.286070  0.082
H -4.972733 0.736535 2.919221  0.071
N 5.041214 4.327023 -3.823503  -0.356
O -2.105943 -2.935842 -2.381610  -0.260
C 1.013455 3.153091 -3.394147  -0.067
N -0.988574 -0.485750 1.257104  0.250
C -0.654061 -3.166259 0.714541  -0.144
H -1.989937 -5.112652 -0.727832  0.044
H 0.266588 -2.826630 0.245900  0.125
C 1.876595 0.247529 2.073651  -0.212
H -1.158218 -4.099941 2.545385  0.120
O -0.807077 -0.074898 -1.644043  -0.239
C 1.406556 3.859796 -4.522390  -0.061
O -2.865089 0.917978 -2.641811  -0.069
H 1.198462 -4.333467 2.470577  0.120
H -3.317452 0.883048 1.514864  0.094
C -3.827523 0.307152 0.747266  -0.669
H 2.801073 -2.687371 2.485413  0.120
C 0.819507 -3.361806 2.782741  -0.183
H 0.828178 -3.391071 3.865725  0.124
H 0.687428 4.100473 -5.292649  0.109
H -1.386421 -2.292849 -2.291558  0.039
C -0.599090 -3.220783 2.241438  -0.168
H -6.212078 -0.473578 2.963537  0.081
C -1.856969 -1.082561 0.421220  -0.450
C 1.672931 -0.943449 3.002515  -0.146
H -1.973499 2.254881 0.153961  0.074
H -3.533104 -5.162878 -1.185102  0.048
O -1.688283 2.090513 -0.748657  -0.078
H -3.664162 0.381812 -2.713844  0.098
C -5.154473 -0.327273 2.796881  -0.067
H 2.432546 -0.898575 3.772342  0.126
N -2.888822 -0.339899 -0.220117  -0.138
O 5.344231 4.952333 -4.814098  0.090
C -4.793332 -0.721407 1.350716  -0.250
H -1.036422 0.519114 1.274917  0.116
Cl -4.789143 1.516329 -0.153637  0.745
H 3.972108 2.997564 -1.767412  0.095
P -2.040641 0.659483 -1.338913  0.365

Atomic forces in eV per Å
H 0.2 0.5 0.1
O 0.1 -0.1 0.2
H -0.1 0.1 0.3
H -0.2 -0.3 -0.3
H -0.1 -0.1 0.3
H 0.2 0.2 0.0
C -0.2 -0.1 -0.1
O 1.1 -1.6 0.9
H 0.0 0.0 0.0
N 1.0 0.4 -0.6
C 0.0 -0.1 0.2
H 0.1 0.3 0.0
H 0.1 0.0 0.0
H 0.1 -0.1 -0.1
H -0.1 -0.2 -0.2
O 0.1 -0.1 -0.8
P -1.3 0.2 -0.4
H -0.1 -0.1 0.4
C -0.1 0.1 -0.2
C -0.2 0.4 0.6
C 0.4 0.4 0.8
H 0.0 0.1 -0.2
C -0.2 -0.1 0.0
H 0.0 0.1 0.0
N -0.2 -0.6 0.1
H 0.0 -0.3 -0.1
H 0.1 -0.2 0.0
C -1.1 1.5 -0.8
H 0.0 -0.2 0.1
H 0.0 0.2 0.2
N 0.0 0.0 0.0
O 0.3 0.0 0.8
C 0.0 0.0 0.0
N -0.4 0.1 -0.6
C -0.1 0.1 -0.1
H -0.1 -0.2 0.1
H 0.1 0.2 0.0
C -0.4 -0.2 0.3
H -0.2 -0.1 0.1
O 0.1 -0.5 0.2
C 0.0 -0.1 0.1
O -0.7 0.1 0.6
H 0.0 -0.2 0.0
H 0.3 -0.1 0.1
C -0.8 -0.7 -0.6
H 0.2 -0.1 -0.1
C 0.3 -0.1 -0.8
H -0.2 0.1 0.3
H 0.0 0.0 0.0
H 0.2 0.2 -0.4
C -0.2 -0.2 0.3
H -0.1 -0.3 0.3
C 0.3 -0.5 0.0
C 0.3 -0.3 -0.6
H -0.2 0.5 0.0
H -0.4 -0.2 0.3
O -0.5 -0.4 0.1
H -0.2 0.1 -0.2
C 0.1 0.1 -0.8
H -0.1 0.2 0.4
N 0.3 1.5 0.6
O 0.0 0.1 -0.1
C 0.4 0.6 0.6
H 0.2 0.1 0.1
Cl 0.1 0.1 0.0
H 0.1 0.1 -0.1
P 1.6 -0.2 -1.2

=====

C18H33FeO12 | ωB97M-V/def2-TZVPD

Summary:
energy relative to the best compared isomer or geometry (same formula, charge and spin): 0.000 eV
HOMO level (alpha / beta): -7.682 / -7.591 eV
multiplicity: 6
electronic energy: -2872.25430 hartree
strongest force on any atom: 0.0274 hartree/bohr
orbital gap (alpha / beta): 8.2710 / 8.1793 eV
expectation value of S²: 8.762

Last column: Mulliken spin population.
Geometry (Å):
H 0.119652 -1.847573 -3.000749  -0.001
H 1.491288 -1.435356 -3.969105  0.000
H 1.543762 -6.675436 -1.140184  0.000
Fe 1.083310 0.777080 0.403090  4.309
H 4.797517 -0.916996 1.368123  0.000
C 1.305649 1.604116 4.248437  0.015
C -2.573118 0.422920 0.838245  0.000
O -0.529216 -3.206891 0.416340  -0.001
H 1.761063 -6.343474 0.570997  0.000
H 1.265663 1.380583 5.319624  -0.001
H -1.051255 4.033417 -3.724588  0.000
H 2.817399 -5.623887 -0.672127  0.000
H 1.693810 -1.734282 -2.180187  -0.004
H -4.188468 -0.385947 3.186438  0.000
C -0.393845 -4.630239 0.210301  -0.001
H -4.151016 -2.116312 0.712042  0.000
H -2.060814 5.028114 -1.753182  0.000
C 0.877327 0.180939 -2.673154  -0.013
H 0.137124 0.616589 -3.365997  0.011
H 4.876950 0.937345 -0.294476  0.011
C -5.800313 -0.303930 1.817889  0.000
O -1.840271 1.187902 0.317029  0.001
H 0.393360 4.897760 -4.346303  0.000
O 0.803427 4.168729 -1.887869  0.002
H -6.372731 -1.053628 2.366332  0.000
C -1.127702 5.276744 -1.241370  0.000
H 0.099833 -0.165120 3.904847  0.011
C 1.792021 -5.891101 -0.419080  0.000
H -0.407553 -5.185029 1.147667  0.000
H -1.277440 -4.874619 -0.377934  0.000
O -3.672739 0.788534 1.537021  0.000
C 1.072623 -1.306444 -2.965814  0.015
O -0.780553 4.246236 -0.330599  0.001
H 3.757842 0.127815 -1.351703  0.004
H -0.732908 1.405068 3.646148  0.008
H -3.172605 -2.176346 2.207069  0.000
H 5.498041 -1.417340 -0.168937  0.002
H 1.083424 2.672075 4.185465  0.002
O 0.947957 2.872356 -0.071047  0.009
O 0.481984 0.745526 2.146572  0.173
O -2.482244 -0.918962 0.737170  0.002
H 3.791756 -1.830535 0.236698  -0.006
C 0.208062 0.851861 3.493423  -0.013
C 4.580257 -1.075360 0.309709  0.020
H 0.663867 -4.619329 -1.677161  0.000
C 0.376647 3.688096 -0.725085  0.005
O 1.580504 -3.531907 -0.141179  0.000
C -0.493563 4.967972 -3.715884  0.000
O 0.552045 0.400888 -1.358534  0.173
H 2.293564 1.383409 3.853193  -0.001
C -0.004659 5.275556 -2.308533  0.001
C 0.883974 -4.704181 -0.610959  0.001
H 0.480534 6.251709 -2.338671  0.000
O 2.941893 0.705429 0.389995  0.254
H -6.199157 0.670269 2.101954  0.000
H -1.254561 6.238061 -0.749715  0.000
C 4.036212 0.216731 -0.287679  -0.005
C -4.313305 -0.365125 2.101989  0.000
H -1.103039 5.787983 -4.096389  0.000
O 0.946302 -1.514145 0.589197  0.019
H -5.999996 -0.459576 0.755114  0.000
C 0.693930 -2.646097 0.349433  -0.004
H 1.827577 0.677201 -2.949051  0.005
C -3.575079 -1.529846 1.425693  0.000

Atomic forces in eV per Å
H 0.0 0.1 0.3
H 0.3 -0.1 0.2
H -0.2 0.0 0.1
Fe 0.7 -0.6 -0.3
H 0.0 0.0 0.0
C -0.6 0.3 0.4
C -0.3 -0.2 -0.3
O 0.1 -0.3 0.7
H 0.0 0.3 0.1
H 0.1 -0.2 -0.1
H 0.0 0.0 -0.1
H 0.0 0.2 0.2
H 0.2 -0.1 -0.2
H 0.4 0.2 -0.1
C -0.8 0.6 -0.9
H -0.2 0.1 0.0
H -0.1 -0.1 0.4
C 0.7 0.0 -0.1
H -0.2 -0.1 0.2
H -0.3 0.2 0.2
C -0.2 0.1 -0.3
O 0.4 0.4 -0.1
H -0.1 -0.2 -0.2
O 0.7 0.6 0.1
H 0.2 -0.1 0.1
C -0.4 0.1 -1.1
H -0.1 0.1 0.1
C 0.1 -0.7 -0.4
H 0.3 0.2 0.1
H 0.1 -0.4 0.1
O -0.1 -0.2 0.5
C -0.6 0.1 -0.4
O 0.3 0.3 -0.2
H 0.2 -0.5 0.0
H -0.1 -0.2 0.1
H 0.1 -0.2 -0.3
H -0.1 0.0 -0.2
H 0.4 0.1 -0.2
O 0.3 -0.1 0.1
O 0.0 0.3 -0.8
O -0.2 0.1 0.3
H 0.3 -0.2 0.0
C 0.3 -0.1 -0.2
C -0.7 -0.1 0.1
H 0.0 0.5 0.0
C -0.6 0.1 0.5
O 0.1 0.0 -0.1
C 0.4 0.3 0.3
O -0.4 0.3 0.6
H 0.0 0.0 0.0
C -1.4 -0.2 -0.3
C 0.5 -0.3 0.5
H 0.8 -0.4 0.4
O -0.6 0.3 0.8
H 0.1 0.0 0.0
H 0.2 -0.1 0.3
C 0.4 0.4 -0.7
C -0.7 -0.1 -0.4
H -0.1 0.0 0.0
O 0.0 -0.2 0.4
H 0.0 0.1 0.0
C -0.2 -0.1 -0.9
H 0.0 0.0 0.2
C 0.6 0.0 0.6